(1)
68
Properties=species:S:1:pos:R:3:forces:R:3:lowdin_charge:R:1 method="wB97M-V/def2-TZVPD" multiplicity=1 total_charge=+2 lumo_ha=-0.3261 gap_ev=6.518 homo_ev=-15.3905 de_lowest_kcal_mol=71.7 mol_weight_g_mol=885.84
W -0.071 -0.070 0.046 0.17 0.69 0.48 2.062
C -2.084 1.784 -3.669 0.06 -0.03 0.02 0.058
C -1.181 1.103 -2.714 0.02 -0.06 -0.02 -0.158
N -1.411 0.941 -1.464 0.04 0.00 -0.13 -0.025
O -2.582 1.430 -0.982 0.02 0.00 0.03 0.100
B -3.316 0.333 -0.390 -0.28 0.16 -0.08 -0.990
F -3.568 -0.683 -1.252 0.03 0.05 0.10 0.232
F -4.243 0.698 0.482 0.06 -0.04 -0.06 0.289
O -2.020 -0.341 0.586 -0.23 -0.27 0.21 -0.140
N -1.498 -1.554 0.220 0.01 0.07 -0.60 -0.060
C -2.080 -2.694 0.257 -0.05 -0.03 0.26 -0.158
C -3.442 -2.919 0.785 0.04 -0.02 0.02 0.063
C -1.084 -3.734 -0.129 -0.04 -0.02 0.02 -0.217
N -0.393 -3.321 -1.124 0.02 -0.03 -0.06 0.113
O 0.830 -3.944 -1.347 0.06 -0.01 0.06 -0.075
B 1.626 -2.174 -3.291 0.10 0.17 -0.01 -0.831
F 2.736 -2.839 -3.422 -0.04 -0.03 0.01 0.334
F 0.506 -2.489 -3.904 -0.02 -0.05 0.03 0.301
O 1.702 -0.986 -2.554 -0.06 -0.11 -0.05 0.121
N 0.527 -0.347 -2.275 0.10 -0.21 0.28 0.014
C 0.081 0.450 -3.162 -0.21 0.12 -0.21 -0.189
C 0.663 0.684 -4.506 -0.04 -0.02 0.00 0.053
C -0.928 -4.940 0.736 0.00 0.02 -0.04 0.038
H -2.992 2.122 -3.184 -0.02 0.00 0.01 0.104
H -2.330 1.092 -4.479 0.01 0.02 -0.01 0.127
H -1.570 2.637 -4.118 -0.01 0.00 -0.01 0.116
H -4.159 -2.323 0.221 0.00 -0.02 0.01 0.107
H -3.471 -2.582 1.826 0.00 -0.01 0.00 0.119
H -3.719 -3.967 0.720 0.00 0.00 0.01 0.104
H 1.736 0.504 -4.498 0.01 0.01 0.00 0.112
H 0.463 1.699 -4.842 0.01 0.00 0.00 0.104
H 0.203 -0.002 -5.225 0.01 0.00 0.01 0.129
H -1.913 -5.293 1.041 0.00 0.00 -0.01 0.100
H -0.360 -4.694 1.635 -0.02 -0.01 0.02 0.108
H -0.410 -5.729 0.199 0.01 -0.01 0.01 0.108
C -1.292 3.906 1.674 0.03 -0.03 0.02 0.051
C -0.372 2.921 1.039 0.01 0.09 0.02 -0.257
O -0.826 1.764 0.888 0.12 -0.09 -0.08 -0.070
C 0.977 3.278 0.647 0.00 0.02 0.05 -0.075
C 1.520 4.538 0.926 0.01 0.01 -0.01 0.027
C 2.829 4.822 0.582 -0.05 0.07 0.04 -0.012
C 3.615 3.861 -0.047 0.07 -0.05 -0.04 0.006
C 3.107 2.605 -0.341 0.01 0.08 0.03 0.050
C 1.801 2.337 0.013 -0.11 -0.08 -0.16 -0.238
O 1.311 1.103 -0.256 0.19 -0.16 0.16 -0.192
H -2.303 3.508 1.672 -0.01 0.01 0.01 0.109
H -1.258 4.868 1.165 -0.01 0.00 -0.01 0.108
H -0.978 4.067 2.710 0.01 0.02 -0.02 0.125
H 0.923 5.290 1.423 0.01 0.00 0.00 0.128
H 3.243 5.795 0.807 0.00 -0.01 0.00 0.129
H 4.641 4.091 -0.303 -0.01 0.00 0.00 0.132
H 3.706 1.832 -0.804 -0.01 0.00 0.00 0.146
O -1.575 -1.292 2.938 -0.11 -0.09 -0.09 0.133
C -0.504 -0.787 3.089 0.22 0.08 0.05 -0.409
C 0.229 -0.622 4.397 0.04 -0.05 -0.01 -0.046
C 1.653 -0.246 4.027 -0.06 -0.02 -0.01 -0.051
C 1.644 -0.061 2.534 -0.01 0.08 -0.01 -0.465
O 2.582 0.215 1.839 -0.02 0.01 0.01 0.106
N 0.320 -0.275 2.022 -0.15 -0.13 -0.20 -0.023
H 0.144 -1.555 4.951 0.01 -0.01 0.02 0.143
H -0.290 0.144 4.974 0.00 0.01 -0.01 0.143
H 2.375 -1.033 4.242 0.01 0.00 0.01 0.142
H 2.017 0.670 4.490 -0.01 0.00 0.00 0.142
O 1.890 -2.812 2.133 0.07 0.01 -0.24 -0.316
Se 2.244 -2.664 0.587 0.13 -0.03 0.10 1.105
O 3.690 -2.467 -0.019 -0.29 0.05 0.08 -0.285
O 1.194 -1.496 -0.126 0.20 -0.04 0.09 -0.542
O 1.494 -4.155 -0.096 -0.05 -0.03 -0.05 -0.216

***

(2)
39
Properties=species:S:1:pos:R:3:forces:R:3:lowdin_charge:R:1 method="wB97M-V/def2-TZVPD" multiplicity=1 total_charge=0 lumo_ha=0.0199 gap_ev=9.537 homo_ev=-8.9945 de_lowest_kcal_mol=25.3 mol_weight_g_mol=268.32 smiles="CC(C)C[C@H](NC(=O)[C@@H](N)Cc1c[nH]cn1)C(=O)O"
C 0.546 3.194 3.879 -1.25 -0.65 -0.23 -0.055
C 0.093 1.709 3.854 -0.56 -0.88 -0.98 -0.398
C 0.573 0.835 5.021 0.65 -0.41 0.48 -0.095
C 0.504 1.014 2.517 1.63 0.41 0.80 -0.136
C -0.513 1.068 1.414 -0.85 -0.50 -0.24 -0.228
N 0.055 0.439 0.209 0.10 0.73 1.51 0.075
C -0.772 -0.087 -0.712 -2.46 1.37 -1.04 -0.436
O -1.985 0.208 -0.813 2.40 -0.74 0.56 0.070
C -0.024 -0.856 -1.750 -0.41 -2.28 -0.47 -0.304
N 1.118 -1.538 -1.129 0.36 -1.02 0.21 0.041
C -0.963 -1.805 -2.519 -0.34 -0.10 -0.25 -0.099
C -0.353 -2.388 -3.777 -0.86 0.60 -0.06 -0.310
C -1.023 -2.446 -4.981 -0.04 -0.01 0.54 -0.070
N -0.130 -2.992 -5.869 0.56 0.32 -1.82 0.024
C 1.046 -3.180 -5.205 -0.01 0.15 1.43 -0.176
N 0.934 -2.846 -3.898 -0.09 -0.38 -2.08 0.090
C -1.062 2.486 1.181 -0.41 -0.09 -0.55 -0.484
O -1.960 2.985 1.824 1.39 -0.44 -0.78 0.115
O -0.436 3.084 0.141 0.44 -1.22 -0.68 0.093
H 1.611 3.270 3.854 0.89 -0.10 0.06 0.064
H 0.164 3.764 2.988 0.13 -0.48 1.16 0.087
H 0.199 3.598 4.835 -0.04 0.44 -0.35 0.079
H -1.023 1.622 3.863 0.74 0.57 0.17 0.139
H 1.623 0.488 4.991 -0.10 0.66 -0.39 0.080
H 0.057 -0.139 5.097 -0.33 0.60 -0.18 0.081
H 0.472 1.350 5.976 -0.18 0.00 0.07 0.070
H 1.463 1.492 2.168 -0.75 -0.29 0.13 0.142
H 0.794 -0.033 2.727 -0.39 0.29 -0.21 0.121
H -1.409 0.498 1.652 -0.06 -0.10 0.37 0.160
H 0.954 -0.037 0.313 -0.29 0.17 -0.25 0.128
H 0.330 -0.174 -2.503 0.48 0.65 -0.11 0.154
H 1.725 -1.901 -1.859 0.01 0.25 -0.14 0.057
H 0.845 -2.424 -0.644 -0.19 1.15 -0.44 0.110
H -1.294 -2.609 -1.855 0.07 -0.01 0.12 0.123
H -1.884 -1.257 -2.801 0.52 -0.24 0.16 0.122
H -2.055 -2.187 -5.232 0.61 -0.10 0.02 0.124
H -0.218 -2.949 -6.922 0.10 -0.32 2.05 0.181
H 1.953 -3.579 -5.671 -0.58 0.24 0.20 0.118
H 0.044 2.323 -0.362 -0.88 1.76 1.20 0.144

***

(3)
16
Properties=species:S:1:pos:R:3:forces:R:3:lowdin_charge:R:1 method="wB97M-V/def2-TZVPD" multiplicity=1 total_charge=0 lumo_ha=0.0309 gap_ev=9.512 homo_ev=-8.6716 de_lowest_kcal_mol=112.7 mol_weight_g_mol=103.12 smiles="CC/C=C(/O)ON"
C 0.801 1.541 -0.852 -0.15 -0.08 -0.06 -0.105
C -0.439 0.656 -1.043 0.16 0.07 0.05 -0.263
C -1.163 0.363 0.247 0.02 -0.03 0.21 -0.064
C -0.748 -0.404 1.245 1.55 -0.81 -0.28 -0.384
O -1.132 -0.724 2.447 1.25 -1.22 0.52 0.019
O 0.525 -1.232 1.280 -0.31 0.62 -1.54 -0.165
N 0.896 -2.064 0.183 0.07 0.15 0.13 0.067
H 0.525 2.487 -0.386 0.02 0.00 0.02 0.075
H 1.529 1.054 -0.202 0.03 0.01 0.00 0.065
H 1.274 1.759 -1.811 0.03 -0.01 0.03 0.069
H -0.148 -0.262 -1.563 -0.06 0.06 0.03 0.085
H -1.138 1.164 -1.710 0.02 -0.05 0.01 0.102
H -2.067 0.915 0.468 -0.11 -0.09 -0.05 0.114
H -0.187 -1.454 2.435 -2.43 1.32 0.82 0.213
H 1.433 -1.465 -0.440 -0.10 -0.05 0.03 0.076
H 0.039 -2.334 -0.299 0.00 0.10 0.09 0.094

***

(4)
97
Properties=species:S:1:pos:R:3:forces:R:3:lowdin_charge:R:1 method="wB97M-V/def2-TZVPD" multiplicity=3 total_charge=0 lumo_ha="0.0047 / -0.0125" gap_ev="5.014 / 4.616" homo_ev="-4.8863 / -4.9558" s2=2.012 de_lowest_kcal_mol=115.0 mol_weight_g_mol=760.25
Pd -0.982 2.163 -4.299 -1.26 0.54 5.26 0.852
C -2.329 1.134 -5.296 -1.78 -0.68 0.03 -0.344
C -1.784 -0.206 -4.913 -1.59 -2.72 -0.57 -0.300
C -0.439 -0.625 -5.522 0.46 -0.69 0.23 -0.196
C 0.361 0.454 -6.260 0.23 -0.09 0.14 -0.175
C 0.502 1.763 -5.510 1.45 0.74 -1.58 -0.273
C -0.239 2.913 -5.914 1.84 0.04 -1.74 -0.307
C -1.235 2.757 -7.039 -0.20 0.23 -0.20 -0.201
C -2.333 1.695 -6.726 -0.40 0.21 -0.20 -0.184
C 1.860 0.385 0.260 1.01 -0.31 0.00 -0.190
H -3.324 1.306 -4.864 0.34 -0.47 -0.30 0.076
H -2.533 -0.996 -5.169 0.36 0.40 -0.41 0.091
H -0.592 -1.468 -6.211 -0.12 0.20 0.06 0.118
H 0.194 -1.042 -4.732 -0.19 0.13 -0.30 0.060
H 1.377 0.067 -6.431 -0.30 -0.03 -0.03 0.121
H -0.081 0.621 -7.246 0.09 0.03 0.10 0.099
H 1.451 1.892 -4.976 -0.24 0.06 -0.08 0.087
H 0.147 3.909 -5.684 -0.01 -0.19 -0.27 0.095
H -0.698 2.533 -7.976 -0.22 0.06 0.20 0.112
H -1.745 3.716 -7.181 0.16 -0.07 -0.11 0.103
H -3.298 2.227 -6.788 0.33 -0.29 -0.09 0.106
H -2.392 0.922 -7.499 0.20 -0.08 0.02 0.108
H 0.784 0.617 0.344 -0.79 0.16 0.16 -0.012
H 2.450 1.284 0.476 -0.03 -0.19 -0.07 0.066
H 2.127 -0.382 1.001 -0.14 0.21 -0.21 0.055
P -1.948 -0.842 -2.903 2.45 3.21 2.11 1.151
P 2.309 -0.242 -1.357 -1.25 0.41 -0.86 0.979
C -0.418 -0.621 -1.943 -2.29 0.21 -0.47 -0.306
C 0.890 -0.723 -2.330 3.02 -0.43 -0.40 -0.322
C -2.638 -2.375 -2.232 -0.66 -1.20 -0.67 -0.322
C -3.080 -3.422 -3.062 -0.17 0.34 0.46 -0.082
C -3.796 -4.487 -2.508 0.14 -0.11 0.09 -0.085
C -4.033 -4.543 -1.131 0.12 0.08 -0.17 -0.080
C -3.495 -3.565 -0.292 0.23 0.01 -0.20 -0.065
C -2.767 -2.506 -0.835 -0.09 0.24 -0.08 -0.084
C -3.108 0.451 -2.279 -0.22 0.07 0.29 -0.292
C -2.920 1.823 -2.589 -0.11 -0.06 -0.63 -0.187
C -4.036 2.634 -2.873 0.33 -0.13 0.68 -0.093
C -5.308 2.206 -2.505 0.02 -0.32 -0.14 -0.083
C -5.439 0.983 -1.835 0.01 0.11 0.14 -0.075
C -4.350 0.119 -1.713 -0.35 0.08 -0.67 -0.068
C 3.737 -1.331 -1.075 0.54 -0.75 -0.04 -0.302
C 3.606 -2.721 -0.879 0.14 0.54 -0.05 -0.072
C 4.709 -3.471 -0.467 0.09 0.03 -0.01 -0.083
C 5.953 -2.864 -0.274 -0.19 0.18 -0.03 -0.081
C 6.100 -1.493 -0.493 -0.28 -0.18 -0.04 -0.075
C 5.001 -0.735 -0.893 -0.12 -0.10 0.06 -0.091
C 3.008 1.136 -2.318 0.19 0.11 -0.12 -0.320
C 2.477 2.411 -2.091 0.18 0.02 -0.12 -0.091
C 2.946 3.505 -2.812 0.09 -0.07 -0.06 -0.083
C 3.948 3.331 -3.774 -0.09 -0.16 0.01 -0.087
C 4.433 2.047 -4.055 -0.18 0.12 0.15 -0.084
C 3.963 0.950 -3.329 -0.08 0.24 -0.05 -0.103
H -0.637 -0.416 -0.891 -0.17 0.19 0.03 0.021
H 1.174 -0.955 -3.366 0.11 0.12 0.68 0.037
H -2.860 -3.384 -4.130 -0.29 -0.03 0.20 0.100
H -4.170 -5.286 -3.149 0.12 0.22 0.13 0.103
H -4.610 -5.365 -0.701 0.17 0.24 -0.20 0.106
H -3.637 -3.625 0.790 0.09 0.05 -0.37 0.114
H -2.333 -1.755 -0.170 -0.21 -0.05 -0.14 0.104
H -1.912 2.313 -2.540 -0.36 -0.37 -0.02 0.070
H -3.880 3.577 -3.395 -0.06 -0.02 0.45 0.111
H -6.191 2.809 -2.725 0.33 -0.14 0.09 0.106
H -6.412 0.669 -1.450 0.34 0.16 -0.05 0.108
H -4.498 -0.830 -1.201 0.01 0.10 -0.42 0.101
H 2.641 -3.200 -1.054 0.22 0.13 0.12 0.107
H 4.604 -4.542 -0.284 -0.02 0.30 -0.12 0.106
H 6.813 -3.451 0.052 -0.26 0.09 -0.09 0.105
H 7.064 -1.008 -0.347 -0.21 -0.13 -0.05 0.107
H 5.137 0.333 -1.071 -0.11 -0.30 0.15 0.107
H 1.709 2.545 -1.330 0.10 0.02 -0.14 0.109
H 2.529 4.494 -2.605 0.22 -0.28 -0.11 0.109
H 4.353 4.194 -4.304 -0.17 -0.26 0.09 0.103
H 5.189 1.898 -4.829 -0.22 0.08 0.26 0.106
H 4.362 -0.044 -3.539 -0.10 0.25 0.09 0.111
C -0.379 0.710 4.397 0.28 0.03 0.00 -0.094
N -0.493 -0.650 3.941 -0.80 -0.41 0.64 -0.290
C 0.319 -1.592 4.659 -0.04 0.30 -0.19 -0.120
C -0.672 -0.931 2.537 0.33 -0.27 0.08 -0.194
C -1.610 0.050 1.905 -2.12 0.02 0.58 -0.324
C -2.941 0.152 2.383 0.61 -0.13 -0.16 -0.074
C -3.772 1.150 1.867 -0.07 -0.25 0.13 -0.123
C -3.289 2.027 0.894 0.43 0.48 -0.62 -0.122
C -1.970 1.885 0.399 -2.46 0.18 0.97 -0.172
C -1.202 0.887 0.910 3.38 -0.29 -1.18 -0.133
H 0.536 1.216 4.035 -0.05 0.05 0.03 0.083
H -0.330 0.670 5.494 -0.05 0.20 -0.20 0.078
H -1.245 1.309 4.097 0.22 -0.14 0.02 0.081
H 0.026 -2.609 4.370 0.11 0.10 0.18 0.078
H 1.399 -1.466 4.453 0.05 -0.13 0.05 0.079
H 0.151 -1.432 5.731 0.15 -0.28 -0.10 0.076
H 0.297 -0.926 2.001 -0.29 0.05 -0.02 0.091
H -1.070 -1.959 2.463 0.09 0.11 0.04 0.113
H -3.279 -0.536 3.161 -0.15 0.19 -0.09 0.102
H -4.800 1.233 2.229 0.28 0.05 -0.13 0.089
H -3.941 2.803 0.484 0.00 -0.11 0.19 0.087
H -1.598 2.541 -0.382 -0.10 0.17 -0.02 0.060

***

Repeat the third record exactly.
16
Properties=species:S:1:pos:R:3:forces:R:3:lowdin_charge:R:1 method="wB97M-V/def2-TZVPD" multiplicity=1 total_charge=0 lumo_ha=0.0309 gap_ev=9.512 homo_ev=-8.6716 de_lowest_kcal_mol=112.7 mol_weight_g_mol=103.12 smiles="CC/C=C(/O)ON"
C 0.801 1.541 -0.852 -0.15 -0.08 -0.06 -0.105
C -0.439 0.656 -1.043 0.16 0.07 0.05 -0.263
C -1.163 0.363 0.247 0.02 -0.03 0.21 -0.064
C -0.748 -0.404 1.245 1.55 -0.81 -0.28 -0.384
O -1.132 -0.724 2.447 1.25 -1.22 0.52 0.019
O 0.525 -1.232 1.280 -0.31 0.62 -1.54 -0.165
N 0.896 -2.064 0.183 0.07 0.15 0.13 0.067
H 0.525 2.487 -0.386 0.02 0.00 0.02 0.075
H 1.529 1.054 -0.202 0.03 0.01 0.00 0.065
H 1.274 1.759 -1.811 0.03 -0.01 0.03 0.069
H -0.148 -0.262 -1.563 -0.06 0.06 0.03 0.085
H -1.138 1.164 -1.710 0.02 -0.05 0.01 0.102
H -2.067 0.915 0.468 -0.11 -0.09 -0.05 0.114
H -0.187 -1.454 2.435 -2.43 1.32 0.82 0.213
H 1.433 -1.465 -0.440 -0.10 -0.05 0.03 0.076
H 0.039 -2.334 -0.299 0.00 0.10 0.09 0.094

***

What did the third record say?
16
Properties=species:S:1:pos:R:3:forces:R:3:lowdin_charge:R:1 method="wB97M-V/def2-TZVPD" multiplicity=1 total_charge=0 lumo_ha=0.0309 gap_ev=9.512 homo_ev=-8.6716 de_lowest_kcal_mol=112.7 mol_weight_g_mol=103.12 smiles="CC/C=C(/O)ON"
C 0.801 1.541 -0.852 -0.15 -0.08 -0.06 -0.105
C -0.439 0.656 -1.043 0.16 0.07 0.05 -0.263
C -1.163 0.363 0.247 0.02 -0.03 0.21 -0.064
C -0.748 -0.404 1.245 1.55 -0.81 -0.28 -0.384
O -1.132 -0.724 2.447 1.25 -1.22 0.52 0.019
O 0.525 -1.232 1.280 -0.31 0.62 -1.54 -0.165
N 0.896 -2.064 0.183 0.07 0.15 0.13 0.067
H 0.525 2.487 -0.386 0.02 0.00 0.02 0.075
H 1.529 1.054 -0.202 0.03 0.01 0.00 0.065
H 1.274 1.759 -1.811 0.03 -0.01 0.03 0.069
H -0.148 -0.262 -1.563 -0.06 0.06 0.03 0.085
H -1.138 1.164 -1.710 0.02 -0.05 0.01 0.102
H -2.067 0.915 0.468 -0.11 -0.09 -0.05 0.114
H -0.187 -1.454 2.435 -2.43 1.32 0.82 0.213
H 1.433 -1.465 -0.440 -0.10 -0.05 0.03 0.076
H 0.039 -2.334 -0.299 0.00 0.10 0.09 0.094

***

Please write out number 3 again, unchanged.
16
Properties=species:S:1:pos:R:3:forces:R:3:lowdin_charge:R:1 method="wB97M-V/def2-TZVPD" multiplicity=1 total_charge=0 lumo_ha=0.0309 gap_ev=9.512 homo_ev=-8.6716 de_lowest_kcal_mol=112.7 mol_weight_g_mol=103.12 smiles="CC/C=C(/O)ON"
C 0.801 1.541 -0.852 -0.15 -0.08 -0.06 -0.105
C -0.439 0.656 -1.043 0.16 0.07 0.05 -0.263
C -1.163 0.363 0.247 0.02 -0.03 0.21 -0.064
C -0.748 -0.404 1.245 1.55 -0.81 -0.28 -0.384
O -1.132 -0.724 2.447 1.25 -1.22 0.52 0.019
O 0.525 -1.232 1.280 -0.31 0.62 -1.54 -0.165
N 0.896 -2.064 0.183 0.07 0.15 0.13 0.067
H 0.525 2.487 -0.386 0.02 0.00 0.02 0.075
H 1.529 1.054 -0.202 0.03 0.01 0.00 0.065
H 1.274 1.759 -1.811 0.03 -0.01 0.03 0.069
H -0.148 -0.262 -1.563 -0.06 0.06 0.03 0.085
H -1.138 1.164 -1.710 0.02 -0.05 0.01 0.102
H -2.067 0.915 0.468 -0.11 -0.09 -0.05 0.114
H -0.187 -1.454 2.435 -2.43 1.32 0.82 0.213
H 1.433 -1.465 -0.440 -0.10 -0.05 0.03 0.076
H 0.039 -2.334 -0.299 0.00 0.10 0.09 0.094